(1)
A molecular structure, C31H56Cl10Cu2N6O10, computed with the ωB97M-V functional and the def2-TZVPD basis.

The calculation puts the HOMO energy (alpha / beta) at -12.96 / -12.96 eV. Its charge is +2. The spin multiplicity is 3. The HOMO-LUMO gap (alpha / beta) comes out at 6.3 / 4.3 eV. As for the expectation value of S²: 2.028.

Atoms and positions in Å:
1 H -5.0489 -1.1240 -1.2000
2 H 4.6806 2.5612 4.5975
3 C -1.6859 0.6357 7.2942
4 H -5.5598 -5.0931 2.2314
5 Cu -1.5635 -3.3791 -2.1004
6 C -0.0193 0.7613 1.8514
7 H 5.9014 -1.0140 -4.3868
8 C 1.6544 -3.5976 0.7766
9 H 5.1276 -0.9562 -2.8228
10 Cl -3.8848 3.7665 2.4009
11 Cu 1.9707 4.1222 -0.0001
12 H -4.6751 -6.5516 1.5774
13 H -3.8424 0.5168 1.1490
14 N 3.3960 -3.4424 -0.4133
15 C 3.8950 -0.9138 -5.8517
16 C 0.8405 1.6768 1.1562
17 H 4.8018 -2.1434 0.2732
18 H -2.4499 1.2497 -4.0450
19 Cl -4.4073 1.0097 -1.7851
20 C 2.1620 -3.5841 -1.1630
21 H -3.6950 5.3844 -0.4436
22 N -4.0507 -4.6094 0.9123
23 O 5.2045 -4.4874 0.4459
24 O -0.1865 4.1499 -0.8423
25 H 2.9456 0.9610 -3.6160
26 C 2.2631 -1.9765 2.4686
27 Cl 4.4738 0.4520 3.5151
28 H 4.4891 -3.3825 1.9932
29 H 1.7640 -0.1976 -4.3123
30 C -1.4028 5.6194 -2.9547
31 C -4.0595 -4.2118 -0.3443
32 C 3.8782 2.0704 4.0551
33 H -0.9746 4.3342 2.8796
34 H 0.7912 -0.2042 -1.8688
35 H -2.1223 2.2391 1.9968
36 H 0.9896 -2.7557 0.5056
37 H -3.3039 -0.8909 -1.0239
38 C 5.1471 -0.4833 -3.8070
39 H -0.4990 2.0930 -6.9293
40 C -4.2811 -0.4790 -0.7833
41 H 2.2743 -2.8505 -1.9710
42 H 1.4932 -1.3644 2.0043
43 Cl -2.0119 4.3154 5.0530
44 H -1.6804 0.8495 -6.1537
45 C -1.3803 4.4438 -0.7996
46 O 1.3366 2.6784 1.6446
47 H -4.8762 -4.5930 -0.9684
48 Cl -1.0704 2.1026 8.0074
49 Cl -1.2365 -0.8069 8.2773
50 H -5.8478 -5.7234 0.6260
51 H 2.5604 -0.6681 -2.9005
52 O 1.8707 2.0503 -0.9570
53 H 1.2864 -3.3100 -0.5671
54 O 1.3004 2.5845 -5.3363
55 H -0.1703 0.9822 2.9013
56 C 2.7304 -0.0881 -3.8173
57 N -0.8622 2.2187 -4.8591
58 H -3.7330 -3.7744 2.7871
59 H -1.2889 6.7039 -2.8963
60 Cl -3.4435 0.8397 7.1536
61 H 3.2060 -1.4414 2.3538
62 H 5.4918 0.5480 -3.7292
63 O 4.8584 -1.1891 -6.5141
64 H 3.3745 -2.1113 1.1753
65 H 3.7682 2.6202 3.1219
66 H -4.1496 -1.1579 1.2481
67 C 3.7153 -2.1641 0.1322
68 C 1.1844 1.2691 -0.3191
69 N 3.8739 -0.6297 -4.5149
70 H -2.0402 4.2544 0.0575
71 H -2.0755 2.5521 -6.4854
72 O -1.5379 -0.9355 1.9285
73 O -3.2714 -3.3562 -0.8020
74 H 3.5481 -4.9680 1.7789
75 Cl -6.1361 0.1104 1.1441
76 C -1.3796 3.6025 3.5756
77 N -2.0111 5.2175 -1.6960
78 H 2.0802 -2.0205 3.5447
79 C -3.1471 -4.1078 1.9313
80 C 3.5988 -3.9736 2.2138
81 H -0.3801 5.2429 -2.9754
82 C 0.5550 0.0794 -0.8559
83 C -4.4580 -0.2644 0.7045
84 H 3.8286 -5.4674 -0.6786
85 H -1.5868 2.0381 -2.8161
86 C -1.2744 1.8579 -6.2080
87 C 4.1970 -4.5403 -0.2307
88 O -0.7893 -1.7496 -0.6377
89 H -2.5803 3.0337 -3.9254
90 H 2.8639 -0.8592 -6.2491
91 C 0.3930 2.5526 -4.5156
92 H -2.5499 -3.2914 1.5280
93 H -3.2864 6.7922 -1.3385
94 C -1.9070 2.1791 -3.8490
95 Cl -0.9472 0.3630 5.6698
96 C -0.3313 -0.6676 -0.1272
97 C 2.5248 1.9976 4.7881
98 C -5.0745 -5.5594 1.3763
99 H -4.0440 5.4554 -2.2323
100 H 2.0063 -4.5451 -1.6460
101 Cl 2.7732 1.7450 6.4982
102 H -2.8523 2.0436 3.5939
103 H -2.4472 -4.8644 2.2900
104 N 2.3254 -3.3004 1.9046
105 H -1.9528 5.2655 -3.8226
106 C -3.3556 5.7040 -1.4278
107 C -2.4684 2.7726 2.8811
108 H -0.6108 2.8562 3.7808
109 H 2.0133 2.9502 4.6689
110 H 3.5429 -4.0894 3.3002
111 H 0.5644 2.5563 -3.4255
112 O 1.8119 -4.5922 0.0906
113 C -0.7118 -0.3157 1.2623
114 H 3.3830 -1.3686 -0.5294
115 H 1.9595 1.1554 4.3943

Atomic forces in eV per Å
0.0 -0.2 0.3
-0.1 -0.2 0.4
-0.1 -0.4 0.2
0.0 -0.4 0.2
-0.8 0.9 1.3
0.7 1.8 1.3
0.0 0.0 0.0
-0.7 3.0 10.0
-0.3 0.1 0.1
0.3 -0.2 -0.2
-0.9 -0.8 -0.3
0.3 0.2 0.4
0.0 0.3 -0.5
1.8 1.5 -3.5
-1.0 0.2 0.1
0.4 -1.1 -1.4
0.0 0.4 -0.7
-0.5 0.3 0.0
0.0 0.2 0.3
3.6 0.3 -4.5
-0.1 -0.4 -0.2
-0.7 -0.9 -0.1
-0.1 -0.4 -1.7
1.0 -0.7 0.2
-0.5 0.1 0.4
-1.4 0.5 2.0
0.0 0.2 0.3
-0.5 -0.2 -0.1
0.3 0.2 -0.7
1.0 0.4 0.9
0.1 0.6 0.2
-0.5 0.2 -0.7
0.0 0.3 0.3
-0.1 0.0 -0.1
0.2 0.2 -0.1
-0.7 -0.3 1.2
0.0 -0.1 0.3
0.2 -0.6 -0.6
0.3 -0.7 0.2
0.1 0.2 -0.3
-0.2 1.0 -0.9
0.0 -0.1 -0.1
0.3 0.1 0.0
0.3 -0.1 -0.6
-0.8 1.9 -0.2
-0.1 0.3 0.0
0.1 -0.2 0.1
0.4 0.0 0.1
-0.4 0.7 -0.3
0.1 0.3 -0.2
0.4 0.3 0.3
0.6 0.3 0.0
-1.1 2.2 -4.5
0.0 0.5 0.7
-0.2 -0.3 0.1
0.1 -0.3 0.0
-0.3 0.4 1.2
0.0 0.1 0.0
-0.3 0.1 -0.6
0.4 -0.5 -0.1
-0.2 0.0 0.5
-0.3 0.2 0.1
0.2 -0.1 0.1
1.0 1.1 -3.1
-0.2 0.0 0.0
-0.2 -0.2 -0.2
2.3 0.8 0.0
-1.1 0.3 0.0
0.7 -0.1 0.5
0.2 -0.4 0.1
-0.3 -0.3 0.0
0.4 0.0 -0.7
1.0 -0.4 -0.7
0.3 0.3 0.5
-0.1 0.0 0.0
-0.5 -1.1 -1.1
-0.1 -1.3 0.1
-0.2 -0.1 0.0
0.5 0.3 -0.1
-1.8 -1.0 2.8
-0.1 -0.2 -0.1
1.2 1.7 0.8
0.2 -0.1 0.2
0.0 0.0 -0.3
0.6 0.4 -0.1
-0.5 1.4 0.4
2.2 0.1 -0.1
-0.2 -0.2 0.5
-0.1 -0.1 0.1
0.1 -0.1 -0.2
0.9 -1.4 -1.3
-0.2 0.1 0.0
-0.2 0.0 -0.3
-0.3 -1.0 -0.5
-0.2 0.2 0.1
-0.3 -2.2 -2.1
1.2 0.1 -0.5
-0.3 0.3 -0.3
-0.1 -0.2 0.1
0.6 0.4 -1.5
-0.1 -0.3 0.7
0.0 -0.1 0.0
-0.2 -0.3 -0.1
-0.7 -1.1 -1.3
-0.2 0.2 0.0
0.3 0.7 0.3
-0.5 0.4 0.6
0.3 0.4 0.5
-0.2 -0.1 -0.1
0.3 -0.2 0.0
-0.1 0.6 0.0
-4.4 -8.3 5.1
-1.0 -0.7 0.8
0.0 0.2 0.1
-0.2 0.2 0.0

Mulliken population analysis, charges in e, atoms 1 to 5: number 1, H, carries 0.463; number 2, H, carries 0.486; number 3, C, carries 0.247; number 4, H, carries 0.347; number 5, Cu, carries 0.451

(2)
2 unconnected molecules or ions with the total composition C20H27NO5, computed with the ωB97M-V functional and the def2-TZVPD basis.

The calculation puts the HOMO energy at -9.07 eV. The value obtained for the relative energy (zero: lowest compared OMol25 entry of this formula, charge and spin) is 1474.2 kJ/mol. Its charge is 0. The HOMO-LUMO gap comes out at 8.2 eV. The SMILES is C#CCc1c(CC)cc2c(c1CC)C(=O)N(COCCOCC)C2=O.O.

Atoms and positions in Å:
1 C 0.7835 2.0473 -3.2677
2 C -1.9298 -0.8693 2.5820
3 H 3.0453 -0.5345 2.7399
4 H 1.5937 -2.0547 4.8743
5 H -0.3363 1.8402 -6.4394
6 C -3.5823 -2.3627 4.1429
7 C 2.5043 -2.1929 4.1566
8 H -0.8250 3.1441 -8.6826
9 H 2.5074 3.4157 -2.6349
10 C 2.1488 2.3241 -2.4551
11 H 0.5681 3.5250 -0.9500
12 O 2.9953 1.9645 2.2191
13 C 1.7827 1.8417 1.8725
14 C -0.3553 3.0064 1.6079
15 H 2.6371 -3.3397 4.0246
16 H 0.0641 2.9358 -3.0254
17 C 1.5326 -4.5406 1.4823
18 C -0.2043 1.3913 -5.3660
19 H -0.8537 -0.7613 -5.6181
20 H 0.2146 1.0947 -2.9067
21 C 2.3066 -1.4313 2.7446
22 C 0.1506 -0.1945 -5.5909
23 O 0.9343 2.0282 -4.7118
24 C 0.6969 0.6999 2.1831
25 O -1.0284 4.0735 1.7022
26 C -0.6683 1.4822 2.0111
27 H -2.6677 -2.2549 4.8562
28 C -0.5120 -3.2297 3.0995
29 C 0.8315 -0.8180 2.5666
30 C 0.4416 -4.0684 2.0739
31 H -1.2010 1.5047 -4.7997
32 O -1.6076 2.7021 -8.3277
33 H 3.4145 -1.7592 4.7296
34 H 0.0289 1.7766 -0.6342
35 H -3.6304 -3.5055 3.9010
36 H 2.9733 1.6292 -2.9003
37 H -4.5834 -2.1141 4.6537
38 H -1.5631 -3.7155 2.9801
39 H -2.2772 3.3981 -8.3014
40 C -3.3696 -1.6091 2.7272
41 H 0.8336 -0.4889 -4.7114
42 H 0.7199 -0.3698 -6.5900
43 H 2.4366 -4.7048 0.7741
44 H -3.0110 1.2593 2.1052
45 H 2.5468 -2.0627 1.8158
46 N 1.0376 2.8606 1.0434
47 C 0.8876 2.5403 -0.4127
48 H -0.2009 -3.4160 4.2068
49 O 2.0824 2.0021 -1.0325
50 H -3.5437 -2.3406 1.8584
51 C -2.0102 0.6911 2.2197
52 C -0.5307 -1.6385 2.7503
53 H -4.2085 -0.8015 2.6539

Atomic forces in eV per Å
-1.5 0.7 0.8
1.8 1.7 -0.6
-1.5 -1.5 -0.1
1.6 -0.1 -1.4
0.3 -0.5 2.3
0.5 -1.5 -0.4
-0.2 -0.4 0.5
-0.1 -0.1 0.1
-0.8 -1.7 0.5
0.8 -0.6 -1.5
0.7 -1.5 1.1
-5.7 -0.6 -1.7
2.3 -0.9 0.6
-1.3 0.7 0.4
-0.1 2.0 0.1
1.0 -1.5 -0.3
-5.6 3.2 2.4
0.3 -1.2 -1.6
1.8 0.6 0.1
1.4 1.4 -0.5
-0.3 1.1 0.2
-0.3 0.9 0.1
-0.8 -0.3 1.0
-2.5 -0.3 0.3
3.1 -5.1 -0.6
-0.5 -3.9 1.3
-1.8 0.1 -1.2
0.0 -0.7 -1.1
-2.8 1.8 -0.3
6.2 -1.2 -1.7
1.6 0.0 -0.6
0.0 0.3 -0.1
-1.5 -0.8 -1.1
1.3 1.1 0.8
0.0 2.0 0.6
-1.5 1.2 0.9
1.8 -0.1 -0.8
1.8 1.2 0.2
0.1 -0.2 0.0
0.1 0.8 0.4
-1.2 0.1 -1.4
-1.0 0.4 1.8
-2.3 0.1 1.7
1.8 -1.3 0.3
-0.4 0.7 1.6
0.0 0.3 0.5
-0.9 0.4 -1.8
-0.2 0.3 -2.1
-1.2 1.0 -0.3
0.4 1.1 1.3
3.8 -1.2 0.4
-0.2 3.2 -0.8
1.7 -1.3 -0.1

Mulliken population analysis, charges in e, atoms 1 to 5: number 1, C, carries -0.266; number 2, C, carries 0.581; number 3, H, carries 0.280; number 4, H, carries 0.281; number 5, H, carries 0.073

(3)
A molecular structure, C42H55N4O4P2Sr, computed with the ωB97M-V functional and the def2-TZVPD basis.

The calculation puts the HOMO energy at -10.18 eV. The value obtained for the relative energy (zero: lowest compared OMol25 entry of this formula, charge and spin) is 208.2 kJ/mol. Its charge is +1. The HOMO-LUMO gap comes out at 7.8 eV.

Atoms and positions in Å:
1 C 0.5260 1.3015 7.3887
2 H 3.6150 -1.2639 -1.7793
3 C 0.1182 0.9213 5.9883
4 H -2.8638 1.2344 0.9500
5 H -1.3758 -4.4764 -4.6163
6 C -4.3488 3.6516 -3.8003
7 O 1.4896 0.4473 7.9426
8 C 3.3186 -2.3572 1.6082
9 C 4.2394 -3.5875 3.6048
10 C 1.2972 -4.1075 -1.0776
11 O -2.4592 -2.0465 -0.8475
12 C -3.9574 -0.5015 0.9731
13 C 1.1366 2.4089 -2.4562
14 P 0.9527 -2.6115 -2.1698
15 C 0.4408 3.2146 -1.5587
16 C -1.9456 5.7124 2.4373
17 H -0.7845 -5.1908 -3.1316
18 H 2.1960 -2.2128 4.7583
19 H 0.9929 2.2931 7.3549
20 N 1.4680 -0.8442 1.7753
21 C -2.5436 5.8174 1.1906
22 H -2.2780 1.3596 3.6730
23 H -0.8090 -4.6299 -0.9163
24 C 0.9264 0.1011 5.2145
25 C 2.2877 -1.9844 3.7109
26 C -1.4213 3.7939 0.4806
27 C 2.2430 2.9023 -3.1226
28 H -2.7702 4.1990 -5.1367
29 C -3.0224 3.7967 -4.1665
30 C 0.0268 -4.3740 -0.2699
31 C -1.3651 1.0065 4.1322
32 H 1.0958 -0.4122 8.1240
33 C -2.2870 4.8570 0.2312
34 H -2.1554 6.4464 3.1989
35 P -1.0585 2.5163 -0.7836
36 H -0.3674 1.3740 8.0271
37 H 2.0600 -3.7554 -0.3700
38 H 0.7818 1.3934 -2.6396
39 H 4.1565 -4.5672 3.1067
40 C -4.6648 3.1229 -2.5576
41 C -2.0110 3.4376 -3.2907
42 C -1.0708 4.6788 2.7004
43 H 0.2186 -2.0729 -5.1354
44 C -4.3738 -0.6893 -0.4918
45 H 3.5442 4.5792 -3.3862
46 C 3.2598 -2.6377 2.9700
47 H 2.3295 6.0025 -1.7784
48 C 2.7504 -3.3815 -4.3690
49 C 2.6748 4.1961 -2.8750
50 N 0.2252 2.8027 1.9522
51 H 0.1955 1.9257 1.4485
52 H -2.7524 4.9454 -0.7388
53 C 2.4694 -2.3563 -3.2708
54 H 0.5475 2.7216 2.9025
55 H -3.2052 6.6402 0.9668
56 H 1.2336 -5.7194 -2.5558
57 H 3.5952 -3.0325 -4.9652
58 H 4.5813 -1.9987 -3.0448
59 H -3.7892 -1.4929 1.4025
60 C 0.8729 4.5136 -1.3192
61 C -2.3210 2.9421 -2.0303
62 C 2.3916 -1.4834 1.0685
63 C 0.5368 -0.2342 3.9172
64 C -1.0636 1.3896 5.4255
65 H 1.9052 -3.4930 -5.0413
66 H 0.3463 -4.7691 -4.4234
67 H -0.2505 -3.4872 0.3055
68 H -3.9062 2.3958 -0.6949
69 O -2.5442 -0.1423 -1.9103
70 H 0.3319 5.1427 -0.6279
71 H -1.3234 -2.9293 -2.6387
72 H 1.8380 -6.1856 -0.9761
73 C -3.6584 2.7727 -1.6789
74 H 4.0688 -2.8154 0.9821
75 C 1.8372 -5.3883 -1.7196
76 C 1.4386 -1.0624 3.0914
77 Sr -0.8614 -0.5205 -0.5823
78 C -0.5546 -4.4582 -3.9016
79 H -0.9806 3.5644 -3.5873
80 H -5.1384 3.9527 -4.4732
81 H 2.7632 2.2837 -3.8399
82 H -0.5844 4.6156 3.6633
83 C 3.7138 -2.1491 -2.4058
84 H -5.0902 -1.5050 -0.5718
85 H 4.6570 -4.2794 5.3780
86 H -2.2894 0.1071 1.9966
87 C -0.4650 -3.0530 -3.3093
88 O 3.9982 -3.6967 4.9846
89 H 0.1892 -5.1980 0.4243
90 C -0.7656 3.7262 1.7238
91 H -5.7004 2.9944 -2.2784
92 C 1.9964 4.9945 -1.9697
93 H 1.8608 -0.2463 5.6265
94 H -0.4989 -0.9749 -3.9352
95 N -0.5995 0.2204 3.3870
96 H -1.5266 -2.0332 -4.8894
97 H 2.8634 -5.2639 -2.0574
98 H 3.9124 -3.0129 -1.7742
99 C -3.0670 -1.0165 -1.1976
100 H 5.2582 -3.2123 3.4122
101 H 2.3886 -1.2632 0.0079
102 H -1.7252 2.0386 5.9759
103 H 3.0135 -4.3561 -3.9702
104 N -2.6985 0.2361 1.0759
105 C -0.5639 -1.9699 -4.3852
106 H -4.7920 0.2187 -0.9238
107 H 2.2470 -1.3994 -3.7688
108 H -4.7732 -0.0121 1.5274

Atomic forces in eV per Å
-0.2 0.3 0.1
0.0 0.0 0.1
-0.1 -0.1 -0.1
0.1 -0.1 0.1
-0.1 0.0 -0.1
0.0 0.0 -0.1
0.2 -0.2 0.1
-0.1 0.0 0.2
0.3 -0.2 -0.4
0.1 0.2 -0.2
-0.4 -1.7 0.2
-0.8 -0.3 0.2
-0.1 -0.1 0.2
0.5 -0.4 -0.4
0.0 -0.1 0.1
0.0 -0.1 -0.1
0.0 -0.1 0.0
0.0 0.1 0.2
-0.1 -0.1 0.1
-0.5 0.3 0.0
-0.1 0.1 -0.1
-0.1 0.1 0.0
-0.1 0.0 0.0
-0.1 0.1 -0.1
0.0 0.0 -0.2
0.0 -0.4 0.1
0.1 -0.1 -0.1
0.0 0.0 -0.1
-0.1 0.0 -0.1
0.1 0.2 -0.1
-0.1 0.1 0.2
0.0 0.0 0.0
0.0 0.1 0.1
0.0 0.1 0.1
0.2 1.3 -0.3
0.1 0.0 -0.1
-0.1 0.0 -0.1
0.1 0.1 -0.1
0.0 0.2 0.1
-0.1 0.0 0.1
0.1 0.0 0.2
0.1 0.0 0.0
0.0 0.1 0.0
0.3 0.0 -0.1
0.1 0.0 -0.1
-0.1 0.2 0.0
0.1 0.1 0.0
-0.1 0.2 0.0
0.1 0.0 0.0
0.3 -0.2 0.0
0.0 0.1 0.2
-0.1 0.0 0.0
-0.4 0.0 0.1
0.0 -0.1 0.0
-0.1 0.0 0.0
0.0 -0.1 -0.1
0.0 0.0 0.0
0.1 0.0 0.0
-0.1 0.1 0.0
0.0 -0.1 0.0
-0.1 -0.2 -0.1
0.2 -0.1 -0.1
-0.2 0.3 0.5
0.3 -0.1 0.0
0.0 -0.1 -0.1
0.0 0.0 0.0
-0.1 -0.1 0.1
-0.1 0.0 0.0
-0.9 0.8 -1.8
0.0 0.1 0.0
0.0 0.0 -0.1
0.0 -0.1 0.1
0.1 0.0 -0.1
0.1 0.0 -0.1
0.0 0.2 0.1
0.4 -0.4 0.0
5.0 0.5 2.0
-0.1 0.1 0.1
0.1 0.0 0.0
0.0 0.0 -0.1
0.1 0.0 0.0
0.1 0.0 0.1
-0.2 0.2 -0.1
0.0 0.0 0.0
-0.1 0.1 -0.1
0.1 0.1 0.0
0.2 0.0 0.2
-0.1 0.0 0.2
0.0 0.0 0.1
-0.2 0.2 -0.2
-0.1 0.0 0.1
0.0 0.1 0.0
0.1 0.0 0.0
0.0 0.1 -0.1
0.0 -0.3 -0.3
-0.1 0.0 0.0
0.0 0.0 -0.1
0.0 -0.1 0.1
-3.4 -0.3 -0.3
-0.2 0.0 0.0
0.1 -0.1 0.0
-0.1 0.1 0.1
0.0 -0.1 0.0
-0.2 0.3 0.2
0.0 0.0 0.2
0.0 0.0 0.0
0.0 -0.1 0.1
0.2 -0.2 0.0

Mulliken population analysis, charges in e, atoms 1 to 5: number 1, C, carries -0.741; number 2, H, carries 0.307; number 3, C, carries 0.497; number 4, H, carries -0.096; number 5, H, carries 0.496

(4)
A single ClH3NO2P molecule, computed with the ωB97M-V functional and the def2-TZVPD basis.

The calculation puts the HOMO energy at -9.52 eV. The value obtained for the relative energy (zero: lowest compared OMol25 entry of this formula, charge and spin) is 243.7 kJ/mol. Its charge is 0. The HOMO-LUMO gap comes out at 9.9 eV. The SMILES is NOP(O)Cl.

Atoms and positions in Å:
1 H -1.7335 0.1284 -1.6557
2 O 1.1255 -0.4044 -0.0510
3 O -0.9730 -0.1491 -1.1821
4 H 1.0001 -1.0842 1.8251
5 P 0.5632 0.4575 -1.2383
6 H -0.5319 -0.4796 1.1268
7 N 0.3895 -0.8549 1.0867
8 Cl 0.1600 2.3863 0.0884

Atomic forces in eV per Å
-0.7 0.9 -0.9
0.5 -0.6 0.7
1.9 -0.4 0.8
0.5 0.5 0.7
-2.0 1.2 1.5
-0.1 0.5 0.4
-0.2 -0.8 -2.1
0.2 -1.3 -1.2

Mulliken population analysis, charges in e, atoms 1 to 5: number 1, H, carries 0.336; number 2, O, carries -0.123; number 3, O, carries -0.483; number 4, H, carries 0.208; number 5, P, carries 0.477

| no. | maximum force (eV/Å) |
| --- | --- |
| 1 | 10.7 |
| 2 | 6.8 |
| 3 | 5.4 |
| 4 | 2.8 |